DFT (the ωB97M-V functional and the def2-TZVPD basis) results for 2 unconnected molecules or ions with the total composition C3H7FO.

Results
* maximum force: 2.7 eV/A
* E_tot: -293.56115 Ha
* frontier orbital gap: 0.3769 hartree
* SMILES: C=C(C)F.O
* E_HOMO: -0.350 hartree

```
12
C3H7FO the ωB97M-V functional and the def2-TZVPD basis
C 1.3623 -0.2432 -0.5585
C 0.5233 1.4777 1.0262
C 0.8490 1.1267 -0.2436
O -1.8504 -0.7277 -0.2954
F 0.8720 1.9725 -1.3447
H 1.5648 -0.4108 -1.6796
H 0.6627 -0.9871 -0.2074
H 2.3390 -0.3490 -0.0047
H 0.8030 0.7793 1.8233
H -2.2219 -1.6412 -0.4640
H 0.1835 2.5310 1.2872
H -1.2072 -0.8244 0.4961
```

DFT (the ωB97M-V functional and the def2-TZVPD basis) results for a molecular structure, C4H4N2O2.

Results
* maximum force: 5.8 eV/A
* E_tot: -414.65008 Ha
* frontier orbital gap: 0.3030 hartree
* E_HOMO: -0.308 hartree

```
12
C4H4N2O2 the ωB97M-V functional and the def2-TZVPD basis
C -0.0028 0.4093 0.3838
C -1.2238 0.9265 -0.1263
C -1.2252 0.8124 -1.4558
C 0.6487 -0.1373 -0.7231
H 1.8333 -0.7143 0.8050
H 1.3056 -1.5748 2.7803
H -2.2127 1.4050 0.1828
H -2.0781 0.7331 -2.4176
N 1.2851 -0.8687 1.7129
N 0.2677 -0.0921 1.6007
O -0.1255 0.0695 -1.7914
O 1.5277 -0.9686 -0.9514
```

DFT (the ωB97M-V functional and the def2-TZVPD basis) results for a single C24H24N2O3 molecule.

Results
* maximum force: 0.7 eV/A
* E_tot: -1264.23739 Ha
* frontier orbital gap: 0.3142 hartree
* SMILES: CC(=O)Nc1ccc(OC[C@H](O)Cn2c3ccccc3c3ccccc32)c(C)c1
* E_HOMO: -0.291 hartree

```
53
C24H24N2O3 the ωB97M-V functional and the def2-TZVPD basis
C -7.8906 -1.5296 0.8964
C -6.4317 -1.4765 0.4837
O -5.8280 -2.4363 0.0635
N -5.8986 -0.2310 0.6437
C -4.5982 0.2140 0.3750
C -3.5959 -0.6162 -0.1047
C -2.3317 -0.1067 -0.3500
C -2.0514 1.2319 -0.1229
C -3.0551 2.0815 0.3660
C -4.3096 1.5587 0.6073
H -5.0850 2.2121 0.9845
C -2.7462 3.5271 0.6067
H -3.5740 4.0232 1.1059
H -1.8504 3.6214 1.2174
H -2.5542 4.0326 -0.3394
O -0.8335 1.8213 -0.3425
C 0.2040 1.0357 -0.8879
H -0.0963 0.6409 -1.8681
C 1.4110 1.9656 -1.0555
O 1.0910 3.0487 -1.8927
H 0.2347 3.3887 -1.6036
H 1.6992 2.3331 -0.0564
C 2.6053 1.2301 -1.6876
N 3.1254 0.1991 -0.8409
C 3.9623 0.4084 0.2327
C 4.5534 1.5828 0.6774
C 5.3760 1.5120 1.7853
C 5.6090 0.3062 2.4433
C 5.0230 -0.8652 2.0077
C 4.1926 -0.8198 0.8954
C 3.4358 -1.8112 0.1847
C 3.2549 -3.1775 0.3556
C 2.4341 -3.8524 -0.5253
C 1.8019 -3.1820 -1.5700
C 1.9678 -1.8237 -1.7613
C 2.7866 -1.1353 -0.8762
H 1.4728 -1.3227 -2.5796
H 1.1668 -3.7362 -2.2452
H 2.2773 -4.9142 -0.4086
H 3.7482 -3.6964 1.1635
H 5.2039 -1.7996 2.5173
H 6.2583 0.2934 3.3061
H 5.8485 2.4120 2.1505
H 4.3811 2.5246 0.1786
H 2.2942 0.8006 -2.6421
H 3.3840 1.9706 -1.8897
H 0.4604 0.2027 -0.2221
H -1.5711 -0.7768 -0.7175
H -3.8021 -1.6568 -0.2862
H -6.5162 0.4849 1.0009
H -7.9950 -1.2599 1.9453
H -8.2647 -2.5382 0.7487
H -8.4779 -0.8391 0.2946
```